(1)
Entry from OMol25: a structure of composition C26H64FInO22PS7 in a non-equilibrium geometry (the ωB97M-V functional and the def2-TZVPD basis).

XYZ file:
```
122
Properties=species:S:1:pos:R:3:mulliken_charge:R:1
In 1.55 0.97 3.23 1.008
S -6.93 -0.67 -2.57 1.168
S 1.40 5.46 -5.85 1.156
S 0.64 4.57 4.17 -0.500
S -0.77 0.85 -2.51 1.136
S 0.21 -5.96 -0.40 1.259
S 1.66 7.60 -0.68 1.203
S -2.17 -9.09 3.37 1.200
P 2.03 3.16 4.48 0.088
F -0.37 1.02 2.66 -0.723
O -7.95 -0.65 -1.56 -0.630
O 5.33 -1.09 2.72 -0.636
O -1.84 -7.58 3.08 -0.229
O 0.52 4.34 -5.98 -0.566
O 0.73 -3.85 5.23 -0.576
O -0.13 -7.18 -1.08 -0.733
O 4.66 1.07 2.86 -0.260
O 0.70 -3.44 3.05 -0.322
O -0.81 -0.58 -2.57 -0.667
O 0.56 6.73 -5.38 -0.145
O 0.65 7.12 0.20 -0.650
O -5.56 -0.52 -2.20 -0.495
O 1.67 -5.52 -0.87 -0.284
O 2.24 6.72 -1.65 -0.515
O -7.08 -1.98 -3.46 -0.331
O -0.67 -4.85 -0.47 -0.570
O -0.98 -9.78 3.78 -0.631
O 2.82 8.27 0.18 -0.281
O -2.23 1.40 -2.27 -0.237
O -3.33 -9.17 4.20 -0.654
O 2.23 5.85 -6.95 -0.678
O 0.15 1.49 -1.62 -0.473
C -7.34 0.50 -3.82 -0.990
C -2.99 0.87 -1.14 -0.099
C 0.61 -6.30 1.28 -0.448
C -0.16 7.45 -6.40 -0.425
C 2.71 0.72 1.38 -0.895
C -1.46 6.77 -6.78 -0.985
C 0.28 -1.57 4.54 -0.380
C -0.45 -6.72 4.94 -0.925
C 5.01 -0.12 3.38 0.340
C -1.76 -6.64 4.19 -0.537
C -2.57 -9.55 1.72 -0.889
C -0.54 1.50 -4.13 -1.018
C -2.54 1.47 0.18 -0.931
C 4.29 6.40 0.85 -0.947
C 0.59 -3.02 4.37 0.226
C -7.35 -3.83 -1.86 -0.987
C 6.42 0.50 5.36 -1.226
C -6.49 -3.19 -2.93 -0.310
C 1.11 9.06 -1.50 -0.982
C 4.17 1.08 1.49 -0.492
C 5.06 -0.08 4.89 0.285
C 2.35 5.26 -4.38 -0.953
C 1.33 -4.12 -2.87 -0.955
C 3.33 7.48 1.29 -0.409
C 1.89 -5.40 -2.29 -0.442
C 1.63 -0.78 4.58 -1.112
H 0.39 -6.64 4.24 0.195
H -0.36 8.43 -5.95 0.255
H -2.05 6.55 -5.89 0.263
H 6.30 1.51 5.75 0.321
H 2.05 2.89 5.86 -0.012
H -2.77 -10.62 1.73 0.376
H 4.95 -1.10 5.25 0.374
H -1.27 5.83 -7.30 0.276
H -0.38 -5.90 5.64 0.367
H 1.38 -2.92 2.60 0.281
H 1.30 -7.13 1.31 0.430
H -2.03 7.42 -7.44 0.390
H -1.71 -9.33 1.08 0.270
H -3.22 1.16 0.98 0.378
H 1.69 -3.26 -2.30 0.245
H 2.98 6.14 -4.24 0.284
H 2.25 1.39 0.64 0.381
H 2.49 7.07 1.85 0.395
H 7.15 0.53 4.55 0.320
H 1.48 -6.28 -2.79 0.346
H -7.34 1.48 -3.34 0.371
H -4.02 1.12 -1.36 0.115
H -1.25 1.04 -4.81 0.375
H -8.33 0.27 -4.20 0.354
H 2.56 -0.30 0.99 0.329
H -6.93 -4.81 -1.60 0.387
H -0.32 -6.57 1.77 -0.057
H 5.07 6.81 0.22 0.290
H 1.95 9.50 -2.04 0.314
H 4.74 5.94 1.72 0.384
H 0.33 8.75 -2.19 0.334
H -6.59 0.45 -4.60 0.311
H 2.97 -5.44 -2.40 0.275
H 4.34 2.11 1.16 0.292
H -0.67 2.58 -4.09 0.290
H -7.38 -3.23 -0.96 0.289
H 0.25 -4.10 -2.84 0.283
H 3.31 3.68 4.22 -0.022
H -5.49 -2.97 -2.56 0.315
H -2.62 -6.80 4.85 0.504
H -2.91 -0.22 -1.14 0.325
H 0.72 9.75 -0.76 0.359
H -0.24 -1.46 5.49 0.344
H 3.77 5.62 0.28 0.245
H 4.26 0.56 5.27 -0.055
H 0.48 1.26 -4.42 0.364
H -0.35 -7.66 5.48 0.397
H 1.03 -5.41 1.73 0.246
H 2.48 -1.39 4.24 0.346
H 2.95 4.37 -4.51 0.469
H 1.65 -4.01 -3.90 0.430
H -2.54 2.56 0.12 0.279
H 1.66 5.15 -3.55 0.312
H -3.44 -9.00 1.41 0.301
H -6.39 -3.84 -3.80 0.267
H -0.37 -1.23 3.73 0.249
H 0.49 7.61 -7.26 0.355
H 3.83 8.21 1.93 0.252
H 1.81 -0.43 5.60 0.388
H 6.85 -0.12 6.16 0.331
H 4.81 0.44 0.88 0.287
H -8.37 -3.97 -2.22 0.264
H -1.54 1.15 0.45 0.159
H -1.88 -5.67 3.72 0.276
```

Electronic energy = -166072.399 eV
Frontier orbital gap = 6.308 eV
Total charge = -1
HOMO energy = -4.6 eV

(2)
Entry from OMol25: a cluster of 9 separate species, C26H65Cl7N3O12 in total in a non-equilibrium geometry (the ωB97M-V functional and the def2-TZVPD basis).

XYZ file:
```
113
Properties=species:S:1:pos:R:3:mulliken_charge:R:1
Cl 17.82 -8.18 -35.71 -0.242
Cl 25.68 -11.80 -37.30 -0.231
Cl 22.37 -9.85 -33.09 1.483
Cl 23.41 -5.81 -31.67 -0.218
Cl 26.62 -6.20 -32.68 -0.230
Cl 16.91 -8.70 -32.60 -0.230
Cl 24.31 -8.90 -38.03 -0.226
O 30.07 -9.68 -31.20 -0.283
O 21.62 -14.00 -30.14 -0.560
O 26.40 -8.07 -26.97 -0.333
O 22.97 -16.14 -26.38 -0.200
O 18.93 -13.25 -29.96 -0.522
O 23.27 -15.36 -35.35 -0.393
O 24.41 -19.73 -34.61 -0.345
O 22.84 -11.62 -27.98 -0.159
O 23.58 -9.56 -32.36 -0.612
O 22.49 -11.18 -33.64 -0.522
O 21.22 -9.77 -32.22 -0.633
O 22.24 -8.91 -34.19 -0.721
N 27.72 -9.21 -29.57 -0.455
N 23.08 -13.32 -25.74 -0.181
N 22.36 -17.70 -33.91 -0.206
C 24.90 -9.33 -36.41 0.114
C 26.83 -6.99 -26.18 -0.758
C 29.79 -8.46 -30.59 -0.891
C 21.93 -15.55 -34.95 -0.045
C 31.45 -10.02 -31.17 -0.759
C 23.58 -13.99 -35.49 -0.615
C 23.31 -15.70 -25.09 -0.595
C 25.17 -7.05 -33.32 0.282
C 18.92 -8.71 -34.40 -0.185
C 18.25 -9.56 -33.41 0.221
C 23.05 -19.87 -34.92 -0.424
C 18.18 -12.01 -30.22 -0.421
C 28.31 -8.26 -30.52 -0.090
C 22.14 -19.12 -33.94 -0.983
C 21.67 -17.02 -35.00 -0.676
C 24.79 -20.27 -33.41 -0.708
C 22.40 -10.67 -28.88 -0.217
C 23.74 -12.01 -25.81 -0.745
C 22.17 -13.70 -31.45 -0.385
C 24.81 -10.79 -36.13 -0.256
C 23.97 -14.33 -25.13 -0.734
C 23.01 -11.06 -26.71 -0.473
C 26.11 -7.69 -28.30 -0.685
C 23.97 -6.19 -33.32 -0.170
C 26.29 -8.87 -29.28 -0.051
C 22.65 -17.49 -26.38 -0.787
H 25.27 -10.99 -35.16 0.306
H 18.95 -9.81 -32.62 -0.290
H 21.87 -15.21 -33.91 -0.167
H 25.02 -7.49 -28.34 0.294
H 20.66 -13.78 -30.18 0.382
H 22.00 -17.38 -35.99 0.239
H 24.10 -5.27 -33.87 0.458
H 24.55 -21.34 -33.32 0.301
H 25.46 -7.30 -34.34 0.059
H 24.59 -13.86 -35.85 0.190
H 22.69 -12.73 -31.47 0.115
H 26.02 -6.27 -25.96 0.310
H 25.82 -9.75 -28.84 0.390
H 21.31 -10.52 -28.75 0.236
H 24.29 -8.78 -35.70 -0.251
H 17.92 -10.52 -33.81 0.368
H 23.78 -11.11 -36.06 0.161
H 31.54 -11.09 -31.37 0.253
H 24.18 -14.07 -24.06 0.329
H 21.87 -17.67 -25.63 0.326
H 21.20 -15.06 -35.60 0.458
H 22.00 -10.85 -26.28 0.269
H 23.59 -10.13 -26.73 0.319
H 30.22 -8.38 -29.58 0.351
H 30.25 -7.65 -31.18 0.344
H 22.55 -11.02 -29.90 -0.293
H 23.48 -13.42 -34.55 0.291
H 31.91 -9.86 -30.18 0.310
H 18.72 -13.58 -29.09 0.265
H 27.66 -10.12 -30.05 0.270
H 24.76 -12.15 -26.18 0.356
H 25.01 -7.96 -32.76 -0.099
H 27.15 -7.39 -25.20 0.238
H 22.88 -13.51 -36.20 0.334
H 23.14 -6.77 -33.74 -0.011
H 22.23 -17.71 -27.36 0.219
H 22.76 -20.94 -34.95 0.370
H 25.87 -20.17 -33.30 0.253
H 20.59 -17.20 -34.91 0.449
H 26.58 -6.76 -28.61 0.520
H 22.39 -15.60 -24.47 0.290
H 23.81 -11.53 -24.81 0.348
H 25.73 -8.61 -30.20 -0.131
H 22.91 -19.45 -35.91 0.308
H 17.49 -12.14 -31.04 0.239
H 21.10 -19.42 -34.10 0.399
H 21.39 -13.60 -32.22 0.189
H 28.08 -7.25 -30.19 0.449
H 17.68 -11.67 -29.31 0.346
H 25.91 -8.95 -36.26 0.387
H 27.69 -6.47 -26.63 0.302
H 23.37 -17.61 -34.07 0.286
H 24.95 -14.31 -25.62 0.455
H 22.85 -9.68 -28.76 0.298
H 22.89 -14.48 -31.72 0.297
H 18.90 -11.22 -30.44 0.035
H 23.94 -16.44 -24.56 0.404
H 22.38 -19.51 -32.94 0.372
H 19.25 -7.79 -33.93 0.333
H 23.54 -18.10 -26.22 0.293
H 24.34 -19.74 -32.56 0.299
H 27.83 -8.35 -31.50 0.094
H 32.07 -9.47 -31.91 0.278
H 19.79 -9.16 -34.87 0.052
H 22.35 -13.20 -25.03 0.216
```

Electronic energy = -144704.382 eV
Frontier orbital gap = 9.278 eV
Total charge = -1
HOMO energy = -6.9 eV

(3)
Entry from OMol25: a cluster of 8 separate species, C26H65F6N8O14S2 in total in a non-equilibrium geometry (the ωB97M-V functional and the def2-TZVPD basis).

XYZ file:
```
121
Properties=species:S:1:pos:R:3:mulliken_charge:R:1
S 0.00 0.59 -3.09 1.107
S 0.44 -0.69 -0.95 0.028
F 0.20 -1.20 1.67 -0.181
F -1.31 0.07 0.95 -0.070
F -1.12 -1.14 -4.84 -0.169
F -1.42 -2.04 0.50 -0.139
F -0.85 0.90 -5.63 -0.202
F -2.36 0.44 -4.14 -0.221
O -2.75 -5.62 -0.23 -0.417
O 0.13 3.58 3.87 -0.428
O 1.31 0.08 -3.43 -0.617
O 1.14 -4.25 -5.26 -0.405
O 2.09 2.79 -4.30 -0.378
O 1.62 0.35 6.36 -0.164
O 1.02 -1.95 -1.30 0.029
O 5.19 0.91 -7.17 -0.715
O -2.42 -1.39 4.49 -0.127
O -4.55 2.13 -0.01 -0.778
O -0.06 2.00 -2.90 -0.847
O -0.45 6.96 -1.49 -0.491
O 3.15 -3.59 -0.57 -0.652
O 1.45 0.27 -0.56 -0.671
N -0.78 4.51 1.19 -0.167
N -3.43 0.51 -1.12 -0.105
N -1.34 0.43 6.63 -0.235
N -0.79 -0.10 -1.96 0.037
N 3.86 2.73 -7.55 -0.380
N -1.15 -4.74 -2.90 -0.060
N -2.32 2.40 -0.49 0.149
N 3.13 1.05 -6.22 -0.172
C 2.31 -4.07 0.47 0.878
C 2.96 -0.06 6.18 -0.872
C -1.12 0.15 -4.56 0.332
C -1.25 5.50 0.25 -1.093
C 3.63 4.49 -3.36 -1.275
C -0.60 -1.01 0.63 0.316
C 1.16 2.77 3.31 -0.518
C 1.02 -0.10 7.55 -0.420
C -1.21 3.36 3.41 -0.165
C -2.93 -1.32 5.81 -0.907
C 3.12 -4.65 1.63 -1.312
C -0.37 5.65 -0.98 -0.137
C -1.64 7.37 -2.15 -0.704
C 0.36 -5.35 -4.84 -0.477
C -1.63 4.39 2.35 -0.776
C -1.24 -5.92 -2.01 -0.637
C -1.78 -0.97 6.75 -0.364
C -3.37 -1.67 3.48 -0.570
C -1.05 -4.98 -4.33 -0.678
C 4.12 1.52 -7.01 0.623
C -1.37 -5.44 -0.55 0.233
C 3.14 3.04 -3.36 -0.040
C -3.13 -5.29 1.10 -0.634
C 1.91 -3.73 -4.18 -0.074
C -0.29 0.76 7.62 -0.978
C -3.50 1.75 -0.54 0.382
H 4.41 4.58 -2.60 0.401
H 0.87 -6.01 -4.13 0.316
H 3.58 0.83 6.34 0.273
H 2.80 5.17 -3.15 0.218
H 1.91 -3.11 0.82 -0.258
H 2.47 -5.35 2.17 0.342
H -3.29 -2.29 6.18 0.382
H 3.05 -0.37 5.13 0.177
H 1.54 -4.75 0.09 -0.047
H -2.22 5.20 -0.15 0.522
H -3.19 -4.20 1.22 0.113
H 2.54 1.75 -5.80 0.092
H 0.99 2.51 2.26 0.239
H -1.31 6.47 0.76 0.457
H 2.92 3.00 -7.32 0.212
H 3.12 0.15 -5.78 0.152
H -1.71 5.35 2.89 0.503
H 3.33 -3.89 2.38 0.293
H -2.57 7.34 -1.58 0.302
H -0.02 1.80 7.48 0.383
H -0.34 -6.53 -2.11 0.243
H -4.15 -5.63 1.26 0.332
H -2.56 0.16 -1.55 0.266
H 4.10 4.72 -4.32 0.330
H -2.65 4.18 2.02 0.392
H 1.34 -3.61 -3.26 -0.249
H 0.66 5.43 -0.71 0.311
H 1.56 0.24 8.44 0.380
H 0.16 4.73 1.50 0.254
H -1.29 2.33 3.06 0.030
H -1.81 6.84 -3.10 0.268
H 2.79 2.71 -2.38 0.145
H -0.65 4.98 -1.80 0.157
H -0.94 -4.43 -0.52 -0.292
H -0.71 0.53 8.60 0.450
H -1.52 1.86 -0.72 0.064
H -3.60 -2.73 3.36 0.212
H -2.14 3.22 0.06 0.038
H 2.33 -2.75 -4.39 0.227
H 2.70 -2.88 -1.06 0.399
H -3.06 -1.37 2.48 0.007
H 2.65 -4.49 -3.91 0.343
H -1.48 8.38 -2.53 0.305
H -2.09 -1.23 7.76 0.430
H -0.80 -6.07 0.13 0.419
H -0.95 -1.64 6.52 0.164
H 3.99 2.38 -3.54 0.377
H -4.32 -1.15 3.64 0.355
H 0.27 -6.01 -5.71 0.396
H 3.25 -0.85 6.87 0.430
H -2.45 -5.67 1.87 0.324
H 0.84 -1.17 7.44 0.420
H -2.10 -6.54 -2.23 0.393
H -0.36 -4.20 -2.57 -0.123
H -1.80 -5.61 -4.79 0.472
H 1.14 1.79 3.81 0.145
H -4.26 -0.05 -1.11 0.164
H -3.76 -0.61 5.87 0.398
H -1.31 -4.01 -4.78 0.203
H 1.30 2.91 -3.76 0.279
H -0.95 0.60 5.71 0.156
H -1.82 3.43 4.31 0.362
H 2.04 3.40 3.38 0.311
H 4.57 3.26 -8.01 0.208
H 4.01 -5.22 1.36 0.342
```

Electronic energy = -106575.133 eV
Frontier orbital gap = 8.721 eV
Total charge = -1
HOMO energy = -6.5 eV